Entry 1:
C40H66BBrF5O21PS | ωB97M-V/def2-TZVPD

- E (Ha) = -6981.69612
- SMILES = CCCCCCCCCCCCCCCC[C@]1(P(O)Br)C[C@@H](CCCC(F)(F)C(F)(F)F)[C@H](B(O)O)OS1(=O)=O.O=C1OCCO1.O=C1OCCO1.O=C1OCCO1.O=C1OCCO1.O=C1OCCO1

Geometry as XYZ:
```
136
Properties=species:S:1:pos:R:3:lowdin_charge:R:1
C -12.83585 -5.92511 -6.52271 -0.108
C -11.47913 -6.67416 -6.50364 -0.261
C -10.41903 -5.98148 -5.63738 -0.237
C -9.56526 -4.97362 -6.42977 -0.228
C -8.82817 -3.98497 -5.53116 -0.218
C -8.19042 -2.81401 -6.32858 -0.214
C -6.70234 -2.62455 -6.03867 -0.212
C -6.40909 -2.41923 -4.52804 -0.214
C -5.48244 -1.23333 -4.23053 -0.211
C -3.98347 -1.53391 -4.44484 -0.202
C -3.06872 -0.93927 -3.34776 -0.213
C -2.66511 0.51852 -3.64795 -0.190
C -1.30621 0.97867 -3.06485 -0.193
C -0.82106 0.18648 -1.85175 -0.254
C 0.48724 0.70937 -1.23830 -0.211
C 0.74963 -0.00050 0.12557 -0.217
C 0.49299 0.88983 1.38102 -0.559
P -1.15885 1.75506 1.12158 0.681
O -1.75793 2.03189 2.63113 -0.379
Br -0.78236 3.84827 0.33260 0.335
C 1.75257 1.80632 1.54829 -0.151
C 2.31451 1.96110 2.97269 -0.250
C 1.48032 2.94135 3.85716 -0.124
C 2.11530 4.34721 3.97466 -0.130
C 2.17403 4.85872 5.44232 -0.054
C 1.45651 6.16831 5.67692 -0.461
F 0.98111 6.20692 6.94384 0.118
F 0.38765 6.34739 4.88076 0.130
C 2.34186 7.42886 5.52445 -0.584
F 2.53419 7.73966 4.24949 0.183
F 1.75399 8.46008 6.11327 0.182
F 3.53358 7.27411 6.09155 0.169
C 2.63939 0.61585 3.67608 -0.173
B 4.21714 0.31017 3.77673 -0.588
O 4.63097 -0.53915 4.80582 0.146
O 5.08929 0.81380 2.87728 0.207
O 2.04593 -0.55114 3.04063 -0.169
S 0.48630 -0.27084 2.77553 0.646
O -0.05835 0.30812 3.96597 -0.263
O -0.18518 -1.47891 2.44624 -0.247
H -12.67830 -4.88474 -6.23493 0.066
H -13.54853 -6.38557 -5.83904 0.064
H -13.28149 -5.97735 -7.51710 0.063
H -11.65452 -7.67640 -6.10962 0.096
H -11.10905 -6.74665 -7.52893 0.099
H -9.74063 -6.76259 -5.27502 0.106
H -10.85090 -5.52963 -4.73953 0.108
H -10.22936 -4.46186 -7.13548 0.112
H -8.84102 -5.56603 -6.99545 0.118
H -8.07641 -4.54379 -4.96492 0.111
H -9.51573 -3.56063 -4.79481 0.108
H -8.35153 -3.03420 -7.38851 0.101
H -8.75975 -1.90479 -6.11541 0.109
H -6.19427 -3.54500 -6.34566 0.109
H -6.30612 -1.81627 -6.65947 0.105
H -6.02674 -3.36071 -4.13100 0.107
H -7.36830 -2.21541 -4.04206 0.104
H -5.78925 -0.41581 -4.89131 0.109
H -5.67882 -0.91223 -3.20300 0.103
H -3.85505 -2.61777 -4.50577 0.105
H -3.67274 -1.13892 -5.41730 0.103
H -2.22179 -1.62010 -3.27395 0.099
H -3.64950 -0.97280 -2.42309 0.106
H -3.49012 1.15158 -3.31149 0.110
H -2.64897 0.62023 -4.73660 0.100
H -1.41717 2.03292 -2.79592 0.102
H -0.54775 0.91733 -3.85196 0.113
H -1.63329 0.16042 -1.12187 0.079
H -0.64605 -0.85791 -2.11769 0.108
H 1.28554 0.37617 -1.90657 0.118
H 0.56102 1.79717 -1.19760 0.069
H 0.11440 -0.88670 0.13552 0.102
H 1.77478 -0.37317 0.11831 0.118
H -2.71993 1.97395 2.51430 0.061
H 1.64157 2.81180 1.14324 0.077
H 2.55342 1.33915 0.97243 0.119
H 3.27168 2.46683 2.83544 0.102
H 1.24874 2.50473 4.82844 0.098
H 0.52654 3.07308 3.33720 0.092
H 1.54928 5.02108 3.33341 0.112
H 3.13809 4.37286 3.59333 0.114
H 1.76022 4.10517 6.11120 0.119
H 3.22067 4.97892 5.71998 0.123
H 2.30650 0.70592 4.71448 0.136
H 4.80009 -0.05266 5.62523 0.118
H 5.93502 0.97718 3.32462 0.136
C 7.96358 2.90823 0.09540 -0.114
C 7.26532 2.69880 -1.22362 -0.112
O 5.91583 2.40933 -0.81055 0.073
C 5.73298 2.95148 0.40981 -0.561
O 4.68054 3.03611 0.96094 0.149
O 6.90777 3.38854 0.93497 0.061
H 8.77091 3.63409 0.03328 0.123
H 8.35268 1.97949 0.51978 0.133
H 7.27330 3.59943 -1.84842 0.099
H 7.68132 1.87137 -1.79465 0.140
C -0.27912 -4.81956 2.69131 -0.121
C 1.17881 -4.71937 2.33835 -0.141
O 1.38041 -5.85493 1.49530 0.058
C 0.17078 -6.19078 0.96212 -0.558
O 0.01679 -6.98385 0.09366 0.169
O -0.83113 -5.48726 1.55430 0.067
H -0.73524 -3.84322 2.83238 0.112
H -0.45826 -5.42886 3.58015 0.135
H 1.40247 -3.81012 1.77572 0.117
H 1.82532 -4.76283 3.21288 0.130
C -1.62966 1.73258 6.86868 -0.115
C -2.35747 1.59262 5.55544 -0.138
O -3.70808 1.35970 5.97340 0.062
C -3.85192 1.87567 7.22162 -0.565
O -4.88917 1.99521 7.78662 0.164
O -2.64677 2.23783 7.73754 0.061
H -0.78959 2.42181 6.81417 0.124
H -1.27808 0.77416 7.25675 0.135
H -2.32397 2.50580 4.96100 0.122
H -1.98715 0.76705 4.95557 0.100
C 11.95426 4.49920 -2.55790 -0.112
C 11.68722 5.97904 -2.42046 -0.112
O 10.30497 6.07742 -2.77742 0.077
C 9.73429 4.87253 -2.55885 -0.541
O 8.56190 4.66203 -2.59612 0.140
O 10.66889 3.92936 -2.28754 0.061
H 12.69599 4.13485 -1.85155 0.135
H 12.25798 4.21878 -3.56774 0.136
H 11.81259 6.33503 -1.39627 0.135
H 12.30206 6.58346 -3.08245 0.135
C 5.63530 -2.83666 2.65559 -0.118
C 4.65171 -3.74124 1.95141 -0.118
O 5.39645 -4.19288 0.82040 0.070
C 6.71782 -4.08802 1.12422 -0.560
O 7.59821 -4.53295 0.46569 0.169
O 6.89421 -3.40250 2.28669 0.064
H 5.51166 -2.83546 3.73619 0.129
H 5.59088 -1.80655 2.29326 0.123
H 4.36982 -4.60491 2.55770 0.133
H 3.75055 -3.21774 1.63949 0.122
```



Entry 2:
C3H5NOS2 | ωB97M-V/def2-TZVPD

- E (Ha) = -1043.65127
- ΔE to the lowest compared entry with this formula, charge and spin (eV) = 1.033
- SMILES = CSSCN=C=O

Geometry as XYZ:
```
12
Properties=species:S:1:pos:R:3:nbo_charge:R:1
C -1.23057 1.13961 -0.61661 0.873
C -0.83332 -1.22893 -1.24361 -0.346
C 1.20183 0.53350 1.44561 -0.754
N -1.18434 0.10377 -1.20479 -0.541
O -1.55816 2.09242 -0.01774 -0.530
S 0.85800 -1.59601 -0.68731 0.062
S 1.65300 0.26406 -0.30759 0.114
H -1.41855 -1.78740 -0.59370 0.219
H -0.69806 -1.51578 -2.31082 0.230
H 0.76678 1.49509 1.48684 0.225
H 1.99146 0.57803 2.29564 0.227
H 0.45194 -0.07836 1.75408 0.221
```



Entry 3:
C3H9NO2S | ωB97M-V/def2-TZVPD

- E (Ha) = -723.11566
- ΔE to the lowest compared entry with this formula, charge and spin (eV) = 1.434
- SMILES = CNC(=O)CS.O

Geometry as XYZ:
```
16
Properties=species:S:1:pos:R:3:nbo_charge:R:1
O 1.43119 -1.50975 1.85978 -0.599
S -0.58635 -4.24450 0.42856 -0.006
C 1.10266 -2.03558 0.83936 0.660
N 0.63207 -1.29892 -0.14872 -0.610
C 1.03385 -3.55289 0.72194 -0.640
C 0.00000 0.00000 0.00000 -0.424
H -0.97465 -3.05208 -0.07131 0.105
H 0.37391 -1.84595 -0.97372 0.379
H 1.73422 -3.91477 -0.05522 0.230
H 1.36417 -3.96938 1.69296 0.256
H -1.09713 -0.05842 0.09751 0.194
H 0.24336 0.67802 -0.83527 0.208
H 0.41373 0.42488 0.93001 0.243
O -3.80211 -4.09877 -0.38687 -0.936
H -3.05498 -3.59602 0.00974 0.464
H -3.85918 -4.92212 0.14894 0.474
```



Number 1: HOMO-LUMO gap 8.9 eV, LUMO energy -0.49 eV. Number 2: HOMO-LUMO gap 9.8 eV, LUMO energy 0.52 eV. Number 3: HOMO-LUMO gap 10.1 eV, LUMO energy 0.51 eV.